{"formula": "C34H51F8N10O2S", "method": "wB97M-V/def2-TZVPD", "e_lumo_ev": 1.8, "charge": -1, "largest_force_ev_per_a": 1.20, "homo_ha": -0.051, "energy_ev": -87650.7087, "elements": ["C", "C", "O", "C", "C", "C", "C", "O", "C", "C", "F", "F", "C", "F", "F", "C", "F", "F", "C", "F", "F", "C", "S", "C", "C", "H", "H", "H", "H", "H", "H", "H", "H", "H", "H", "H", "H", "H", "H", "H", "H", "H", "H", "H", "H", "H", "C", "C", "N", "H", "H", "H", "C", "C", "N", "H", "H", "H", "C", "C", "N", "H", "H", "H", "C", "C", "N", "H", "H", "H", "C", "C", "N", "H", "H", "H", "C", "C", "N", "H", "H", "H", "C", "C", "N", "H", "H", "H", "C", "C", "N", "H", "H", "H", "C", "C", "N", "H", "H", "H", "C", "C", "N", "H", "H", "H"], "coordinates": [[3.75, 1.66, -0.36], [2.85, 0.78, 0.52], [1.49, 1.05, 0.30], [0.87, 0.10, -0.65], [-0.32, 0.64, -1.39], [-0.01, 0.49, -2.88], [1.02, 1.51, -3.39], [0.84, 2.86, -2.97], [-0.45, 3.30, -3.26], [-0.49, 4.84, -3.18], [0.73, 5.39, -3.02], [-0.97, 5.32, -4.38], [-1.46, 5.46, -2.12], [-1.95, 6.63, -2.62], [-2.52, 4.64, -1.94], [-0.93, 5.82, -0.71], [0.15, 6.63, -0.77], [-1.93, 6.55, -0.11], [-0.61, 4.65, 0.24], [0.06, 3.71, -0.41], [-1.76, 4.15, 0.76], [-1.53, -0.20, -0.99], [-3.05, -0.02, -1.98], [-3.74, 1.52, -1.31], [-5.10, 1.26, -0.60], [3.22, 1.95, -1.27], [4.04, 2.57, 0.17], [4.67, 1.13, -0.66], [3.06, -0.28, 0.32], [3.10, 0.99, 1.57], [0.59, -0.79, -0.07], [1.66, -0.14, -1.38], [-0.90, 0.54, -3.52], [0.45, -0.50, -3.08], [2.01, 1.20, -3.05], [1.06, 1.49, -4.50], [-0.71, 3.04, -4.29], [-1.19, 2.83, -2.59], [-0.01, 5.05, 1.06], [-1.84, 0.08, 0.03], [-1.36, -1.29, -0.94], [-3.04, 1.98, -0.62], [-3.90, 2.19, -2.16], [-5.05, 1.57, 0.44], [-5.33, 0.20, -0.64], [-5.93, 1.80, -1.07], [0.80, 4.42, 4.16], [2.12, 4.04, 3.69], [3.17, 3.75, 3.33], [0.31, 3.56, 4.62], [0.88, 5.22, 4.89], [0.18, 4.75, 3.32], [0.92, -4.75, 1.54], [1.57, -3.58, 0.96], [2.14, -2.69, 0.50], [1.67, -5.52, 1.71], [0.46, -4.47, 2.49], [0.16, -5.13, 0.86], [1.92, 0.01, 4.34], [1.44, -1.35, 4.15], [1.03, -2.41, 4.00], [2.48, 0.33, 3.46], [1.08, 0.68, 4.46], [2.56, 0.06, 5.22], [4.63, -5.44, 4.18], [3.27, -5.96, 4.14], [2.18, -6.32, 4.11], [5.10, -5.56, 3.21], [4.60, -4.38, 4.43], [5.21, -5.97, 4.94], [-3.12, 5.41, -6.91], [-2.85, 3.99, -6.75], [-2.62, 2.87, -6.60], [-2.20, 5.93, -7.17], [-3.85, 5.56, -7.71], [-3.51, 5.82, -5.98], [-3.17, -5.68, 2.96], [-2.59, -4.48, 2.37], [-2.12, -3.54, 1.89], [-2.40, -6.44, 3.10], [-3.60, -5.44, 3.93], [-3.95, -6.08, 2.32], [6.96, 1.46, -3.65], [5.53, 1.25, -3.81], [4.39, 1.11, -3.93], [7.47, 1.22, -4.58], [7.16, 2.50, -3.40], [7.35, 0.82, -2.86], [-2.93, -7.06, 7.53], [-2.80, -7.56, 6.17], [-2.71, -7.94, 5.09], [-3.93, -7.26, 7.91], [-2.20, -7.56, 8.17], [-2.75, -5.99, 7.55], [3.44, -2.96, -3.41], [2.02, -3.22, -3.57], [0.88, -3.38, -3.65], [3.95, -3.07, -4.37], [3.58, -1.94, -3.05], [3.87, -3.65, -2.69], [-5.23, -2.44, 0.77], [-5.98, -1.35, 1.38], [-6.48, -0.42, 1.85], [-5.58, -2.60, -0.25], [-4.17, -2.18, 0.74], [-5.36, -3.35, 1.35]]}



{"formula": "C15H28BrIN2O8S", "method": "wB97M-V/def2-TZVPD", "e_lumo_ev": 0.0, "largest_force_ev_per_a": 0.64, "homo_ha": -0.346, "smiles": "CC[C@H](C)[C@H]1CCOS(=O)(=O)[C@]1(CC(=O)I)C[C@@H](C)Br.C[N+](=O)[O-].C[N+](=O)[O-]", "energy_ev": -124341.7398, "elements": ["C", "C", "C", "C", "C", "C", "C", "O", "S", "O", "O", "C", "C", "C", "O", "I", "C", "C", "C", "Br", "H", "H", "H", "H", "H", "H", "H", "H", "H", "H", "H", "H", "H", "H", "H", "H", "H", "H", "H", "H", "H", "H", "C", "N", "O", "O", "H", "H", "H", "C", "N", "O", "O", "H", "H", "H"], "coordinates": [[-2.81, 0.64, -1.77], [-1.85, 1.09, -0.66], [-0.87, -0.01, -0.16], [-1.43, -0.58, 1.15], [0.60, 0.51, -0.08], [0.87, 1.09, 1.32], [2.14, 1.95, 1.37], [3.12, 1.57, 0.38], [3.29, 0.01, 0.19], [4.35, -0.20, -0.74], [3.41, -0.56, 1.51], [1.69, -0.53, -0.51], [1.37, -1.88, 0.19], [2.39, -2.99, 0.00], [2.79, -3.39, -1.03], [3.03, -3.95, 1.84], [1.82, -0.78, -2.03], [1.62, 0.31, -3.09], [0.18, 0.69, -3.41], [2.67, 1.92, -2.80], [-2.41, -0.19, -2.35], [-3.04, 1.45, -2.47], [-3.76, 0.31, -1.35], [-2.48, 1.37, 0.18], [-1.30, 1.99, -0.95], [-0.93, -0.82, -0.90], [-1.72, 0.23, 1.83], [-2.32, -1.17, 0.96], [-0.73, -1.21, 1.71], [0.66, 1.38, -0.74], [0.03, 1.73, 1.60], [0.95, 0.30, 2.08], [1.90, 2.99, 1.16], [2.61, 1.86, 2.35], [1.27, -1.71, 1.26], [0.44, -2.28, -0.22], [1.11, -1.58, -2.29], [2.81, -1.21, -2.18], [2.04, -0.11, -4.00], [-0.16, 1.56, -2.85], [0.12, 0.97, -4.47], [-0.48, -0.16, -3.25], [-7.98, 2.11, -1.57], [-6.67, 1.47, -1.89], [-5.67, 1.93, -1.38], [-6.70, 0.54, -2.66], [-7.80, 2.92, -0.88], [-8.41, 2.46, -2.50], [-8.61, 1.34, -1.12], [4.56, -1.69, 4.60], [3.57, -2.18, 5.59], [3.48, -1.60, 6.65], [2.91, -3.15, 5.27], [5.07, -0.83, 5.03], [5.25, -2.50, 4.39], [4.02, -1.42, 3.69]]}



{"formula": "C4H7N3O", "method": "wB97M-V/def2-TZVPD", "e_lumo_ev": 0.4, "largest_force_ev_per_a": 8.93, "homo_ha": -0.334, "energy_ev": -10773.0168, "elements": ["C", "C", "C", "C", "H", "H", "H", "H", "H", "H", "H", "N", "N", "N", "O"], "coordinates": [[-2.73, 0.43, 0.40], [-1.92, -0.90, -0.07], [-0.52, -0.43, -0.23], [1.58, -0.17, -0.05], [-1.83, 1.57, 0.25], [-2.95, 0.17, 1.54], [-3.89, 0.45, -0.10], [-1.83, -1.89, 0.20], [-2.22, -1.07, -1.03], [2.83, -1.33, 0.51], [1.56, 2.05, 0.13], [0.65, -1.05, -0.30], [2.79, -0.28, 0.57], [1.21, 1.14, -0.42], [-0.34, 0.98, -0.09]]}



{"formula": "C8H17AlBCl3F5Mg2O12SV", "method": "wB97M-V/def2-TZVPD", "e_lumo_ev": -10.4, "charge": 2, "largest_force_ev_per_a": 3.86, "homo_ha": -0.471, "energy_ev": -138942.5755, "elements": ["C", "C", "C", "C", "C", "C", "O", "C", "C", "O", "S", "O", "O", "O", "H", "H", "H", "H", "H", "H", "H", "H", "H", "H", "H", "H", "H", "H", "H", "H", "Al", "B", "F", "F", "F", "F", "O", "H", "O", "Cl", "O", "O", "O", "O", "V", "O", "Cl", "Cl", "Mg", "F", "Mg"], "coordinates": [[2.64, -1.57, 2.19], [3.32, -0.84, 1.03], [3.28, -1.64, -0.27], [2.84, 0.63, 0.78], [3.76, 1.65, 1.53], [1.37, 0.89, 1.12], [0.46, 0.36, 0.14], [-0.20, -0.83, 0.51], [-1.29, -1.03, -0.59], [-2.60, -0.75, -0.03], [-2.39, -0.10, 1.39], [-3.28, -0.53, 2.41], [-2.31, 1.28, 1.17], [-0.98, -0.84, 1.70], [3.43, -2.29, 2.76], [1.89, -2.28, 1.84], [2.25, -0.90, 2.97], [4.38, -0.76, 1.31], [2.76, -1.12, -1.08], [2.94, -2.65, -0.15], [4.48, -1.71, -0.64], [2.97, 0.83, -0.28], [3.18, 2.33, 2.21], [4.51, 1.15, 2.15], [4.29, 2.30, 0.84], [1.23, 1.99, 1.07], [1.09, 0.62, 2.14], [0.46, -1.67, 0.31], [-1.31, -2.10, -0.81], [-1.08, -0.63, -1.57], [2.28, 2.27, 3.69], [2.41, 2.28, -2.34], [2.74, 2.96, -1.17], [0.90, 2.21, -2.35], [2.79, 2.96, -3.44], [2.87, 0.99, -2.32], [-2.26, -3.14, -2.38], [-3.18, -2.80, -2.41], [-5.15, -0.40, 0.39], [-5.32, -0.49, -1.05], [-4.64, 0.65, -1.69], [-6.69, -0.46, -1.39], [-4.73, -1.72, -1.52], [-6.94, 2.08, -1.23], [-7.50, 2.91, -2.79], [-8.08, 3.70, -4.06], [5.02, -2.93, 1.98], [4.98, -2.70, -1.77], [-0.96, 2.77, -1.89], [-7.54, 1.92, -0.01], [-3.10, -2.82, 1.59]]}



{"formula": "C9H9CoNO5S5", "method": "wB97M-V/def2-TZVPD", "e_lumo_ev": [4.3, 4.3], "charge": -2, "largest_force_ev_per_a": 1.15, "homo_ha": [-0.061, -0.067], "s2": 0.98, "multiplicity": 2, "energy_ev": -113013.6760, "elements": ["Co", "S", "S", "S", "S", "O", "C", "O", "C", "C", "C", "N", "C", "C", "C", "O", "O", "H", "H", "H", "C", "S", "C", "O", "H", "H", "H", "H", "H", "H"], "coordinates": [[0.57, -0.02, 0.62], [2.28, 1.54, -0.31], [2.92, 1.52, -2.21], [0.84, 3.11, -0.11], [-0.57, 2.02, 0.93], [-4.25, -3.11, 4.58], [-3.02, -3.11, 4.81], [-2.36, -3.65, 5.72], [-2.18, -2.33, 3.77], [-2.79, -1.43, 2.90], [-2.04, -0.76, 1.97], [-0.72, -0.95, 1.85], [-0.11, -1.79, 2.69], [-0.80, -2.49, 3.66], [1.40, -1.87, 2.52], [2.04, -2.66, 3.18], [1.85, -1.03, 1.65], [-3.86, -1.29, 2.97], [-2.48, -0.03, 1.30], [-0.27, -3.14, 4.34], [-0.56, 0.96, -2.48], [-0.30, -0.46, -1.45], [-2.03, -0.90, -1.25], [0.30, -1.53, -2.29], [-1.18, 0.63, -3.32], [0.43, 1.29, -2.80], [-1.05, 1.73, -1.88], [-2.54, -0.12, -0.70], [-2.05, -1.84, -0.70], [-2.44, -1.03, -2.25]]}



{"formula": "C15H31Cl2Cs2F5LiN3O14P3S", "method": "wB97M-V/def2-TZVPD", "e_lumo_ev": -0.7, "charge": -1, "largest_force_ev_per_a": 13.92, "homo_ha": -0.057, "energy_ev": -127803.2217, "elements": ["N", "P", "N", "C", "C", "C", "F", "F", "F", "N", "O", "C", "S", "H", "H", "H", "H", "H", "H", "C", "C", "O", "C", "O", "O", "H", "H", "H", "H", "F", "C", "O", "C", "C", "O", "C", "H", "H", "H", "H", "H", "H", "H", "H", "H", "H", "F", "Cs", "Cs", "C", "Cl", "Cl", "H", "H", "O", "P", "O", "O", "O", "C", "O", "P", "O", "O", "C", "O", "C", "H", "H", "H", "H", "H", "H", "H", "H", "H", "Li"], "coordinates": [[1.87, 2.93, -0.20], [1.51, 2.53, -1.76], [0.18, 1.30, -1.61], [-1.26, 1.77, -1.54], [-2.00, 0.31, -1.37], [-3.63, 0.33, -1.21], [-4.26, 0.96, -2.43], [-3.94, 1.26, -0.07], [-4.22, -0.98, -0.86], [-0.98, -0.80, -1.36], [-1.25, -2.11, -1.21], [0.41, -0.20, -1.52], [2.12, -0.96, -1.57], [1.23, 2.36, 0.42], [2.68, 1.94, -2.41], [1.03, 3.71, -2.50], [-1.69, 2.86, -1.56], [-0.96, -2.37, -0.28], [2.21, -2.13, -0.80], [-2.84, 1.23, -5.64], [-2.48, -0.16, -5.20], [-1.10, -0.23, -5.47], [-0.62, 1.05, -5.47], [0.56, 1.35, -5.50], [-1.65, 1.95, -5.44], [-3.66, 1.65, -5.05], [-3.11, 1.27, -6.70], [-2.65, -0.31, -4.13], [-3.03, -0.93, -5.76], [3.64, 0.00, -3.37], [-5.83, 3.86, -5.79], [-6.10, 2.47, -5.85], [-6.59, 1.96, -4.60], [-8.11, 1.77, -4.64], [-8.80, 3.02, -4.73], [-9.25, 3.29, -6.05], [-5.68, 4.22, -6.81], [-6.66, 4.42, -5.35], [-4.91, 4.04, -5.22], [-6.30, 2.62, -3.77], [-6.12, 0.99, -4.44], [-8.43, 1.30, -3.70], [-8.40, 1.10, -5.46], [-10.12, 2.66, -6.28], [-8.47, 3.12, -6.80], [-9.56, 4.34, -6.10], [0.48, -1.81, -3.55], [-6.42, 4.64, -3.63], [2.88, -0.02, 0.94], [4.38, -2.35, 6.43], [5.82, -1.74, 5.61], [2.91, -1.89, 5.58], [4.44, -3.44, 6.48], [4.35, -1.94, 7.45], [-10.35, 2.08, 1.24], [-8.82, 2.10, 1.13], [-8.33, 0.74, 0.61], [-8.21, 2.36, 2.52], [-8.38, 3.21, 0.16], [11.70, -2.05, 9.11], [11.49, -3.33, 8.54], [9.92, -3.76, 7.93], [9.36, -2.35, 8.21], [9.61, -4.70, 9.25], [10.62, -5.13, 10.14], [8.36, -4.18, 7.33], [8.37, -4.47, 5.95], [12.74, -2.00, 9.45], [11.55, -1.27, 8.37], [11.06, -1.90, 9.98], [10.91, -4.31, 10.80], [11.49, -5.52, 9.59], [10.22, -5.94, 10.76], [9.03, -5.32, 5.75], [8.72, -3.60, 5.39], [7.36, -4.73, 5.63], [-0.05, -2.13, -5.97]]}



{"formula": "C14H22O", "method": "wB97M-V/def2-TZVPD", "e_lumo_ev": 0.1, "largest_force_ev_per_a": 3.87, "homo_ha": -0.311, "smiles": "CC(=O)/C=C/C1=C(C)CC[C@@H](C)C1(C)C", "energy_ev": -16919.7235, "elements": ["O", "C", "C", "C", "C", "C", "C", "C", "C", "C", "C", "C", "C", "C", "C", "H", "H", "H", "H", "H", "H", "H", "H", "H", "H", "H", "H", "H", "H", "H", "H", "H", "H", "H", "H", "H", "H"], "coordinates": [[2.13, 2.64, 2.93], [1.21, 2.88, 2.18], [-1.06, -0.81, 0.79], [0.24, -0.47, 0.39], [0.60, 1.79, 1.41], [1.06, 0.49, 1.22], [0.54, 4.27, 2.31], [-1.67, -0.45, 2.19], [-0.68, 0.44, -2.33], [2.16, -0.54, -1.37], [1.24, -2.65, -0.80], [-2.04, -1.50, -0.19], [-1.55, -1.75, -1.65], [-0.30, -0.99, -2.05], [0.80, -1.15, -0.92], [-0.44, 1.97, 1.26], [2.04, 0.12, 1.45], [-0.36, 4.40, 1.57], [1.27, 4.98, 2.04], [0.21, 4.24, 3.33], [-2.21, -1.38, 2.51], [-2.38, 0.34, 1.89], [-0.97, -0.09, 3.05], [-1.23, 0.72, -1.51], [0.18, 1.12, -2.38], [-1.17, 0.44, -3.24], [2.86, -0.72, -0.57], [2.10, 0.53, -1.41], [2.58, -0.92, -2.30], [1.54, -2.94, -1.75], [0.32, -3.22, -0.51], [2.02, -2.90, -0.07], [-2.88, -0.87, -0.41], [-2.46, -2.42, 0.16], [-2.34, -1.48, -2.36], [-1.37, -2.86, -1.76], [0.00, -1.26, -3.11]]}



{"formula": "C6H10O2S", "method": "wB97M-V/def2-TZVPD", "e_lumo_ev": [0.7, -2.7], "largest_force_ev_per_a": 6.17, "homo_ha": [-0.268, -0.393], "s2": 2.03, "multiplicity": 3, "energy_ev": -21308.9732, "elements": ["C", "C", "C", "C", "C", "C", "O", "O", "S", "H", "H", "H", "H", "H", "H", "H", "H", "H", "H"], "coordinates": [[1.24, -1.57, -1.33], [-0.74, -2.28, -0.42], [0.36, -1.29, -0.37], [-0.50, 2.13, 0.82], [0.46, -0.16, 0.51], [-0.40, 0.98, -0.14], [-2.63, -3.74, 0.68], [-1.74, -1.95, 2.11], [-1.56, -2.78, 0.93], [2.01, -0.76, -1.40], [1.12, -2.42, -1.89], [-0.67, -3.07, -1.14], [-1.06, 1.73, 1.59], [-0.99, 3.09, 0.40], [0.47, 2.58, 1.21], [1.54, 0.26, 0.56], [0.14, -0.52, 1.49], [0.04, 1.26, -1.17], [-1.41, 0.62, -0.37]]}



{"formula": "C9H20O2PSi", "method": "wB97M-V/def2-TZVPD", "e_lumo_ev": [3.3, 3.3], "charge": -1, "largest_force_ev_per_a": 6.32, "homo_ha": [-0.099, -0.099], "energy_ev": -30918.5790, "elements": ["C", "C", "C", "C", "C", "C", "C", "C", "C", "O", "O", "Si", "P", "H", "H", "H", "H", "H", "H", "H", "H", "H", "H", "H", "H", "H", "H", "H", "H", "H", "H", "H", "H"], "coordinates": [[3.72, -0.82, -0.48], [2.21, -1.33, -0.44], [3.74, 0.01, 0.79], [1.22, -0.18, -0.77], [2.83, 1.25, 0.65], [1.40, 0.81, 0.35], [-2.56, -1.24, -0.85], [-3.06, 0.13, 1.70], [-3.87, 1.79, -0.72], [0.87, 2.84, -1.48], [0.46, 3.53, 0.91], [-2.53, 0.55, -0.08], [0.52, 2.43, -0.12], [4.55, -1.50, -0.35], [3.85, -0.27, -1.31], [1.91, -2.11, -1.16], [1.92, -1.73, 0.52], [3.35, -0.54, 1.55], [4.70, 0.17, 1.04], [1.63, 0.42, -1.73], [0.31, -0.65, -0.82], [2.95, 1.93, 1.47], [3.33, 1.75, -0.24], [0.84, 0.28, 1.11], [-1.92, -1.17, -1.75], [-2.15, -1.90, 0.08], [-3.61, -1.58, -1.09], [-3.93, -0.55, 1.80], [-2.18, -0.39, 2.39], [-3.51, 0.99, 2.36], [-3.37, 2.61, -1.24], [-4.65, 1.41, -1.32], [-4.40, 2.24, 0.18]]}